Entry 1:
Formula: C2H5N3O3
Source: the OMol25 dataset
Level of theory: ωB97M-V/def2-TZVPD

HOMO   -0.3181 Ha
Maximum force   0.1116 hartree/bohr

XYZ file:
```
13
C2H5N3O3 ωB97M-V/def2-TZVPD
H 1.91 0.68 0.44
O 0.40 0.98 0.75
N 0.80 0.21 -2.25
H -1.00 0.93 2.41
O -1.52 0.21 2.83
C 0.02 -0.45 -1.43
H -0.47 -1.26 -2.04
H -1.41 -1.89 0.18
H 2.62 1.30 -2.03
N -1.62 -0.86 1.95
N -0.21 -0.12 -0.05
O 1.55 1.26 -1.52
C -1.05 -0.99 0.77
```


Entry 2:
Formula: C2H5N3O4
Source: the OMol25 dataset
Level of theory: ωB97M-V/def2-TZVPD

HOMO   -0.3710 Ha
Maximum force   0.0688 hartree/bohr
SMILES   NN(C(=O)O)C(=O)NO

XYZ file:
```
14
C2H5N3O4 ωB97M-V/def2-TZVPD
N -0.07 0.27 0.61
H 1.27 0.02 2.21
O 1.43 -1.35 0.00
O -1.37 2.11 1.08
C -1.02 1.19 0.20
N -0.23 -1.09 -1.52
H -0.81 -0.48 -2.08
O 0.25 -2.16 -2.23
C 0.48 -0.76 -0.43
N 0.80 0.73 1.62
H 0.26 -2.91 -1.67
H 1.37 1.37 1.19
H -0.84 1.88 1.92
O -1.52 1.17 -0.90
```


Entry 3:
Formula: C2H5N3OS
Source: the OMol25 dataset
Level of theory: ωB97M-V/def2-TZVPD

HOMO   -0.3025 Ha
Maximum force   0.0581 hartree/bohr
SMILES   C=NN=S.NC=O

XYZ file:
```
12
C2H5N3OS ωB97M-V/def2-TZVPD
C -1.64 -0.85 0.02
C 0.64 2.07 0.07
H -0.50 -2.56 0.09
O -1.65 0.33 0.22
S 3.03 -0.71 -0.52
N 1.57 -0.11 -0.38
H -0.07 2.17 0.87
N -0.61 -1.64 0.32
N 1.04 0.88 -0.07
H -2.61 -1.25 -0.38
H 0.24 -1.10 0.45
H 0.56 2.77 -0.69
```


Entry 4:
Formula: C2H5N3OS
Source: the OMol25 dataset
Level of theory: ωB97M-V/def2-TZVPD

HOMO   -0.3305 Ha
Maximum force   0.0308 hartree/bohr
SMILES   [H]/N=C/NC(=S)NO

XYZ file:
```
12
C2H5N3OS ωB97M-V/def2-TZVPD
N 1.77 -0.55 -0.01
H -2.40 -1.07 -0.44
H 2.75 1.04 0.23
C -1.81 -0.18 -0.12
H 1.72 -1.32 0.64
H -0.29 -1.35 -0.74
H -3.34 0.79 0.44
S 0.77 1.89 -0.18
C 0.65 0.27 -0.07
N -0.46 -0.49 -0.26
N -2.32 0.89 0.35
O 2.96 0.08 0.17
```


Entry 5:
Formula: C2H5N3OS
Source: the OMol25 dataset
Level of theory: ωB97M-V/def2-TZVPD

HOMO   -0.3328 Ha
Maximum force   0.0670 hartree/bohr

XYZ file:
```
12
C2H5N3OS ωB97M-V/def2-TZVPD
S -2.32 0.38 -0.37
N -0.43 -1.34 0.35
C 1.61 -0.09 0.21
H 1.52 0.96 0.44
H 0.35 -0.89 -1.51
O -2.76 1.29 0.69
H 1.70 -0.73 1.08
H 2.55 -0.25 -0.29
C 0.27 -0.37 -0.45
H -0.29 1.49 0.00
N -0.59 0.76 -0.61
N -1.61 -1.20 0.45
```


Entry 6:
Formula: C2H5N3OS
Source: the OMol25 dataset
Level of theory: ωB97M-V/def2-TZVPD

HOMO   -0.3088 Ha
Maximum force   0.0181 hartree/bohr
SMILES   [H]/N=C\NS/C=N/O

XYZ file:
```
12
C2H5N3OS ωB97M-V/def2-TZVPD
N 0.79 -0.52 0.32
C -1.37 0.50 -0.72
H -2.25 0.50 -1.34
H 2.77 -0.20 1.81
H 0.75 0.44 0.69
H -1.47 3.24 0.38
H 1.72 -2.36 0.20
S -0.47 -0.99 -0.74
C 1.82 -1.37 0.66
N -0.99 1.51 -0.04
O -1.87 2.57 -0.19
N 2.81 -1.15 1.42
```


Entry 7:
Formula: C2H5N3OS
Source: the OMol25 dataset
Level of theory: ωB97M-V/def2-TZVPD

HOMO   -0.3073 Ha
Maximum force   0.0348 hartree/bohr
SMILES   NC(=O)NC(N)=S

XYZ file:
```
12
C2H5N3OS ωB97M-V/def2-TZVPD
S -1.62 1.92 0.64
H -0.82 -2.76 -1.16
N -0.17 -2.14 -0.78
H 1.02 -0.46 0.18
N 0.13 -0.04 0.01
H 0.31 -2.52 0.02
C -0.75 -0.88 -0.64
H 1.86 1.58 0.34
O -1.79 -0.53 -1.12
N 1.06 1.80 0.91
C -0.14 1.21 0.50
H 0.90 2.81 1.09
```


Entry 8:
Formula: C2H5N3OS
Source: the OMol25 dataset
Level of theory: ωB97M-V/def2-TZVPD

HOMO   -0.3108 Ha
Maximum force   0.0453 hartree/bohr
SMILES   C=NNC(=O)NS

XYZ file:
```
12
C2H5N3OS ωB97M-V/def2-TZVPD
H 1.34 0.85 -1.76
O 2.36 -0.46 -0.20
N 0.62 0.65 -1.06
C -1.33 -1.07 2.20
H 0.97 -0.98 1.75
H -2.39 -0.96 2.47
N -0.94 -0.54 1.10
H -1.50 0.69 -0.25
N 0.44 -0.64 0.95
S -1.03 1.04 -1.44
C 1.19 -0.14 -0.10
H -0.70 -1.62 2.88
```


Entry 9:
Formula: C2H5N3OS2
Source: the OMol25 dataset
Level of theory: ωB97M-V/def2-TZVPD

HOMO   -0.3151 Ha
Maximum force   0.0536 hartree/bohr
SMILES   O/N=C\N(S)/C=N\S

XYZ file:
```
13
C2H5N3OS2 ωB97M-V/def2-TZVPD
H 2.30 -0.55 -1.23
S 2.05 -1.19 -0.07
H -3.67 0.03 -0.38
N -1.79 -1.28 -0.22
N 0.68 1.74 0.47
N 0.49 -0.62 0.24
C 0.36 0.60 0.99
H 1.41 2.70 -0.89
O 1.34 1.72 -0.75
H -0.20 -2.55 -0.01
H -0.06 0.61 1.99
C -0.57 -1.50 0.02
S -2.34 0.30 -0.14
```


Entry 10:
Formula: C2H5N3S
Source: the OMol25 dataset
Level of theory: ωB97M-V/def2-TZVPD

HOMO   -0.3040 Ha
Maximum force   0.0265 hartree/bohr
SMILES   C=NN/C=N/S

XYZ file:
```
11
C2H5N3S ωB97M-V/def2-TZVPD
H 1.62 -2.40 -1.73
H -1.17 1.06 -0.83
H -2.41 3.29 1.50
H -2.53 2.67 -0.30
N -1.02 0.72 0.10
C -2.11 2.56 0.73
S 1.85 -1.86 -0.54
N 0.55 -0.72 -0.79
H 0.35 -0.29 1.32
C 0.04 -0.18 0.26
N -1.39 1.59 1.09
```


Entry 11:
Formula: C2H5N3S2
Source: the OMol25 dataset
Level of theory: ωB97M-V/def2-TZVPD

HOMO   -0.3387 Ha
Maximum force   0.0691 hartree/bohr

XYZ file:
```
12
C2H5N3S2 ωB97M-V/def2-TZVPD
H -1.80 1.65 2.89
S -1.85 0.60 0.96
N -2.48 1.54 2.24
S 1.40 0.33 -0.55
N 1.85 0.78 0.97
H 2.00 -0.41 2.84
H 1.55 -2.48 1.27
C 1.92 -0.31 1.71
N 1.18 -1.26 -0.20
H -3.30 1.05 2.69
H -1.94 1.45 -0.17
C 1.49 -1.47 1.01
```


Entry 12:
Formula: C2H5N3S2
Source: the OMol25 dataset
Level of theory: ωB97M-V/def2-TZVPD

HOMO   -0.3151 Ha
Maximum force   0.0358 hartree/bohr
SMILES   S/N=C\N/C=N\S

XYZ file:
```
12
C2H5N3S2 ωB97M-V/def2-TZVPD
H 0.59 1.84 1.19
H -1.22 -1.48 0.66
N 0.09 -0.53 -1.55
C 0.93 -0.70 -0.63
N 1.07 -0.19 0.63
S -0.90 0.90 -1.53
C 0.16 0.84 1.08
S -1.95 -0.68 1.44
H 1.65 -1.46 -0.91
N -1.00 0.75 1.56
H -1.46 0.64 -2.73
H 2.04 0.07 0.79
```


Calculated energy relative to the best compared isomer or geometry (same formula, charge and spin) (kJ/mol), listed in the same order as above: 985.2; 6.9; 441.7; 274.6; 342.3; 342.4; 2.3; 246.1; 326.5; 257.3; 225.2; 279.5
Calculated E_tot (Eh), listed in the same order as above: -468.8255; -544.3844; -716.7725; -716.8361; -716.8103; -716.8103; -716.9398; -716.8470; -1114.9702; -641.5860; -1039.7976; -1039.7769
Calculated HOMO-LUMO gap (Eh), listed in the same order as above: 0.26621; 0.39017; 0.29115; 0.34082; 0.34108; 0.33175; 0.32420; 0.33736; 0.33440; 0.34038; 0.35407; 0.33576